1.
27
Properties=species:S:1:pos:R:3 method="wB97M-V/def2-TZVPD" molar_mass_da=154.2 charge=+1 multiplicity=1 relative_energy_kcal_mol=89.8 e_tot_ev=-13015.5334 gap_ev=8.86 lumo_energy_ev=-4.38
H 1.032 2.984 -1.002
H -2.854 1.540 -0.069
C 0.946 -2.496 0.459
H -0.027 -2.734 -0.004
H 0.900 -3.025 1.433
N 2.866 0.440 -0.203
C 1.353 -1.070 0.285
N 2.656 -0.827 0.102
H -1.869 1.627 1.446
C 1.750 1.098 -0.255
C 0.698 0.159 0.131
H -2.884 -0.569 1.459
H -0.900 0.131 -1.976
C 1.875 2.545 -0.583
H -1.813 -1.879 0.766
H 1.751 -3.094 -0.067
H -2.708 -0.095 -1.612
H -1.280 -0.691 1.981
H 1.996 2.991 0.430
C -1.863 -0.720 1.027
C -1.872 1.539 0.305
H -1.567 -1.388 -1.413
H 3.413 -1.526 0.051
N -1.320 0.172 0.049
C -1.651 -0.241 -1.365
H -1.289 2.382 -0.063
H 2.663 2.746 -1.312

2.
18
Properties=species:S:1:pos:R:3 method="wB97M-V/def2-TZVPD" molar_mass_da=120.1 charge=+1 multiplicity=1 relative_energy_kcal_mol=236.3 e_tot_ev=-11823.9874 gap_ev="7.30 / 11.09" lumo_energy_ev="-5.86 / -4.41"
N -0.225 -0.305 -0.338
C -1.050 -0.898 -1.375
C 1.167 -0.072 -0.787
N -0.877 0.840 0.049
O 0.008 3.346 1.481
H -0.532 1.565 -0.464
H 0.106 -0.348 1.825
H -2.088 -1.117 -1.134
H 0.711 -1.933 0.962
C -0.087 -1.125 1.005
H 1.606 -0.782 -1.537
H 1.191 0.954 -1.200
O 0.708 1.418 2.472
N 0.246 2.244 1.802
H 1.747 -0.036 0.076
H -0.969 -0.300 -2.264
H -0.584 -1.857 -1.730
H -1.078 -1.594 1.157

3.
26
Properties=species:S:1:pos:R:3 method="wB97M-V/def2-TZVPD" molar_mass_da=190.2 charge=-1 multiplicity=1 relative_energy_kcal_mol=27.1 e_tot_ev=-17188.1966 gap_ev=7.04 lumo_energy_ev=3.04
H 0.658 -3.962 0.540
H -1.001 -2.241 1.473
O -0.639 1.002 4.479
C -1.348 1.063 -0.883
C -0.445 -2.084 0.557
C -0.596 -0.923 -0.175
C 1.392 -2.648 -0.939
H 2.214 -3.293 -1.225
O -1.156 2.908 3.353
H 0.213 1.228 1.682
H 1.251 2.539 2.438
C -0.135 1.222 -3.113
N -1.423 0.105 0.128
C 1.224 -1.467 -1.638
H 1.377 0.864 2.931
C 0.519 -2.970 0.113
H -2.058 1.872 -0.883
H -0.561 0.534 -3.842
C 0.663 1.627 2.595
C 0.178 -0.601 -1.359
H -0.531 2.234 -3.261
H 0.923 1.302 -3.399
C -0.350 0.708 -1.731
H 1.872 -1.285 -2.498
C -0.472 1.900 3.622
H -1.766 0.364 1.036

4.
89
Properties=species:S:1:pos:R:3 method="wB97M-V/def2-TZVPD" molar_mass_da=876.4 charge=+2 multiplicity=2 e_tot_ev=-194969.9014 gap_ev="6.16 / 5.46" lumo_energy_ev="-6.37 / -7.05"
C 1.054 -1.000 -1.811
H -2.354 2.099 -0.353
C 1.467 0.470 5.163
H 5.762 -3.776 0.752
C -1.279 2.450 3.552
H 2.198 0.543 5.952
C -1.234 3.640 4.276
C 6.802 -0.842 -1.522
C -4.269 0.216 -3.123
C -5.412 -2.619 4.096
O 1.748 4.105 7.089
C 7.314 -2.944 -0.477
C -4.252 -0.276 -1.826
N -2.161 2.248 2.545
C -2.908 1.586 -1.132
C -3.155 -1.850 4.149
C -0.143 0.138 -4.826
H 2.472 -1.990 -4.555
C 1.401 -0.653 4.384
H 4.341 0.862 -0.318
C -0.343 -1.836 -6.183
N -3.512 -0.073 0.525
C -2.994 3.224 2.239
H 4.195 -1.921 0.362
C -5.555 -1.972 2.875
S 1.808 0.182 0.374
H -4.730 -1.224 -1.613
H -0.346 -2.918 -6.280
S -0.348 -0.776 -0.908
H -0.269 4.688 5.937
C -2.933 2.093 -2.422
H 5.050 0.979 -1.928
C -0.329 0.930 -5.950
H 8.003 -3.760 -0.298
C -0.521 0.339 -7.194
C -4.468 -1.296 2.356
C 2.568 -1.807 -3.488
C 6.052 -2.955 0.109
H -0.697 -1.509 -8.272
N -3.287 -1.218 2.990
O 1.664 1.994 7.513
H -2.424 3.018 -2.659
C -3.010 4.459 2.900
H 2.953 0.275 -3.827
H 0.362 -1.606 2.744
H -0.801 -2.209 -3.096
H -0.028 0.614 -3.856
H -2.187 -1.773 4.634
N 3.341 -0.194 -1.819
H -3.714 5.222 2.599
C 4.596 0.296 -1.212
C -4.190 -2.568 4.738
H 2.083 -1.478 4.542
H -6.491 -1.998 2.332
H 0.330 -3.151 -4.063
C 2.228 -0.333 -1.163
H 3.037 -2.673 -3.019
H -0.335 2.009 -5.854
C -0.299 3.777 5.354
N 1.207 -1.647 -2.925
H -4.033 -3.067 5.685
H -6.245 -3.154 4.535
C 0.562 1.526 4.932
C -4.532 -0.656 1.021
C 5.170 -1.911 -0.117
Cu -2.064 0.208 1.942
C -3.585 0.417 -0.822
C -0.537 -1.043 -7.307
H 7.101 -0.013 -2.156
C 0.526 2.769 5.664
H 8.671 -1.868 -1.743
C -0.143 -1.251 -4.939
C -2.129 4.664 3.925
C 7.689 -1.885 -1.289
H -2.115 5.601 4.470
H -4.784 -0.323 -3.906
Br -3.647 2.072 -5.168
C 5.542 -0.848 -0.937
H -5.475 -0.711 0.478
H -3.692 3.026 1.433
N 1.397 2.974 6.847
C 0.077 -2.143 -3.735
C 0.441 -0.726 3.373
C -3.616 1.404 -3.411
H -0.659 0.957 -8.072
H 4.404 -0.704 -3.550
N -0.404 0.255 3.114
C 3.369 -0.555 -3.253
C -0.349 1.378 3.876

5.
116
Properties=species:S:1:pos:R:3 method="wB97M-V/def2-TZVPD" molar_mass_da=893.3 charge=-1 multiplicity=1 relative_energy_kcal_mol=5.9 e_tot_ev=-140126.2494 gap_ev=5.62 lumo_energy_ev=2.18
H -2.452 6.269 2.606
C -5.392 1.009 -2.127
C -1.805 2.707 1.309
H -0.475 -1.896 6.334
H -2.928 3.606 4.238
H -2.295 4.197 -3.758
H 1.840 -4.250 -1.990
C -1.503 5.933 2.186
H 2.280 -4.474 4.888
S 3.499 -2.364 -1.155
C -2.274 3.662 -2.805
H 1.711 -3.366 -4.786
C 0.606 5.340 -2.383
H -0.336 5.664 -1.954
C -3.161 3.236 3.237
C 3.149 -2.959 -2.671
H -0.203 1.870 -4.855
C 3.031 4.546 -3.456
H 0.863 -5.528 5.027
H 4.687 -1.610 -6.210
H -1.340 -3.796 0.662
N 2.506 -0.257 2.431
C 2.865 5.854 -3.023
N -1.996 3.488 2.400
H 0.882 -6.147 -3.782
Si -0.646 2.769 -2.603
C 1.190 -4.485 4.972
C 1.358 -4.055 -4.020
O 0.315 0.991 -0.975
H -2.030 -3.109 3.104
H -2.198 0.495 4.467
H 2.129 2.620 -3.682
H 0.368 -3.706 -3.716
Si 0.399 -3.577 3.511
H 1.704 1.301 4.433
H -5.643 0.043 -4.029
C -1.094 4.574 2.745
H -0.092 4.317 2.403
O -1.618 -0.188 0.469
C 2.208 -1.546 2.781
C 0.083 -0.978 6.125
H 1.513 7.270 -2.143
H 0.559 -5.512 -5.397
H 5.691 -0.544 1.358
H -1.042 4.612 3.836
C -1.652 -3.204 -0.190
C -3.325 0.557 -0.981
H 4.348 -1.680 -3.545
H -1.790 -4.769 3.683
H -4.849 1.844 -0.217
C 0.644 1.228 4.191
C 1.253 -5.474 -4.556
H -2.036 -0.246 2.866
C -1.464 -3.732 3.801
N -0.609 2.024 -1.001
H -3.443 -1.087 -3.939
S -0.417 3.162 0.256
H -0.743 6.680 2.425
N 2.252 -3.964 -2.867
C -2.930 -0.270 -2.026
C -0.458 1.437 -3.884
H -4.358 4.964 2.661
C 4.102 -2.531 -6.226
C -4.557 1.199 -1.036
H 0.930 -3.994 5.913
C -3.760 -0.450 -3.122
C 1.981 3.642 -3.351
H 3.867 1.103 1.733
H 2.223 -5.849 -4.888
H 4.470 -3.151 -7.044
C 0.907 -1.844 3.300
C 1.648 6.251 -2.486
C 3.714 0.050 1.962
H 1.112 -1.136 6.458
H -1.953 -0.734 -1.977
H -3.096 2.943 -2.791
C -1.830 -0.384 3.929
H -3.297 2.158 3.300
C -4.438 3.878 2.705
H -5.281 3.621 3.349
C 4.738 -0.853 1.765
C 0.748 4.017 -2.814
C -4.994 0.187 -3.174
H 5.261 -3.548 -4.717
H 3.646 -4.190 -4.923
H -0.356 -0.178 6.729
Si 0.023 -0.553 4.273
H 3.064 -2.263 -6.427
H 1.079 -4.060 1.124
H -6.354 1.505 -2.163
H 3.980 4.228 -3.869
H 3.683 6.560 -3.099
C 4.218 -3.265 -4.900
K 0.673 -0.436 0.706
H -4.646 3.506 1.702
C 4.464 -2.182 2.101
H -2.400 -1.246 4.279
H -2.140 -2.279 0.099
H -2.451 4.385 -2.005
Cl -0.201 -2.756 -1.107
C 3.235 -2.527 2.597
H 5.223 -2.946 1.970
H 0.323 0.743 -3.572
H -1.735 -3.414 4.811
H 3.049 -3.552 2.883
C 0.776 -4.660 1.986
N -2.634 1.784 1.009
H -0.100 -5.254 1.706
H -1.602 5.880 1.101
C -2.390 0.722 0.175
H 0.512 1.657 3.194
N 3.738 -2.445 -3.794
H -1.390 0.880 -3.989
Cl -2.773 -4.180 -1.166
H 0.067 1.825 4.908
H 1.587 -5.364 2.192

6.
86
Properties=species:S:1:pos:R:3 method="wB97M-V/def2-TZVPD" molar_mass_da=732.3 charge=-1 multiplicity=1 relative_energy_kcal_mol=0.0 e_tot_ev=-54051.6924 gap_ev=6.96 lumo_energy_ev=2.39
H -0.209 0.323 -9.434
H -3.652 0.651 3.129
H -2.096 0.428 6.470
H 3.491 0.478 2.630
H 1.402 -2.458 1.709
H -3.016 -1.247 -1.687
H 0.720 3.013 -3.623
N -3.032 -1.548 -0.718
H 1.808 -0.180 5.246
H -2.406 2.475 5.149
H 1.132 1.450 5.329
Ag -1.035 0.060 -0.321
H 1.679 -2.026 -0.862
H 1.486 2.063 -0.965
C 0.442 -2.654 4.288
C -1.277 -1.834 -5.123
H 0.512 -3.752 4.320
C 4.277 0.138 -1.055
C 0.365 -2.787 1.792
C -1.831 0.557 4.348
H 3.965 2.271 -1.096
O -3.021 0.536 1.009
C 3.609 -1.077 -0.994
C -3.293 0.213 4.058
H -3.902 0.624 4.878
H -2.188 -1.857 -4.528
C -0.118 3.149 -4.307
O -5.275 0.487 1.053
H -2.919 -2.551 -0.680
C 3.502 1.292 -1.037
H -1.205 1.770 -9.297
C 1.454 0.731 3.287
H -3.473 -0.863 4.030
C -0.327 -2.230 3.039
H -0.929 -1.028 -7.580
H 1.255 2.147 1.627
H 2.316 -0.186 1.496
C -0.240 2.081 -6.521
H 6.087 0.678 -2.084
C -0.369 1.913 -5.144
H -1.423 -2.435 -6.023
O -0.994 -0.763 -2.722
H -0.718 2.431 4.640
C -0.833 0.416 -3.127
H -0.970 3.392 -3.678
C 2.225 -1.090 -0.904
C -0.769 -0.197 -6.900
H 0.730 2.802 3.172
H 0.543 1.896 -9.136
Sb -0.528 -0.075 2.676
C 1.806 0.803 4.768
H 6.229 -0.775 -1.092
C 5.777 0.215 -1.146
H -0.049 -2.334 5.207
C -1.720 2.085 4.384
C -4.159 0.062 0.719
C -0.319 1.268 -8.901
H -2.377 -2.413 2.275
C -0.707 0.641 -4.630
N -4.182 -1.160 -0.016
H 0.023 3.065 -6.899
N 1.491 0.018 -0.865
C -0.906 -0.423 -5.529
H -0.428 0.100 5.993
H 6.182 0.820 -0.333
C 1.464 2.148 2.700
H -1.712 -3.886 3.007
H -1.683 -1.114 5.731
H -0.154 -2.489 0.876
C -1.749 -2.790 3.091
H 1.461 -2.267 4.304
H -2.011 2.524 3.425
C -0.437 1.043 -7.417
H 2.457 2.600 2.847
O -0.756 1.422 -2.379
H 0.364 -3.886 1.835
H 0.095 3.987 -4.975
C -1.466 -0.044 5.702
H 2.693 -1.055 2.987
H 4.158 -2.012 -1.018
H -0.511 -2.294 -4.499
C 2.125 1.185 -0.953
C 2.536 -0.065 2.558
H -5.061 -1.278 -0.498
H -2.246 -2.549 4.032
H 2.819 1.222 4.877

7.
102
Properties=species:S:1:pos:R:3 method="wB97M-V/def2-TZVPD" molar_mass_da=865.8 multiplicity=1 relative_energy_kcal_mol=24.0 e_tot_ev=-113674.5336 gap_ev=6.89 lumo_energy_ev=0.07
H -4.102 2.212 1.591
N -3.247 0.100 -0.966
H 3.886 2.197 -2.246
H -0.286 3.483 0.191
H -3.732 -3.798 1.531
C 0.684 2.248 5.261
H 1.143 4.143 -3.419
C -1.643 -1.121 -5.376
C -2.208 -2.003 -3.066
C -0.896 0.018 -4.694
H -0.053 -3.449 1.086
S 1.007 2.042 1.990
C 1.895 0.192 6.769
N -1.586 -1.534 0.183
H -2.089 -3.534 -0.326
N -1.398 -0.937 -2.486
H -2.850 2.370 0.364
C 0.620 2.245 6.650
O 4.083 -0.870 4.317
H 3.452 -5.169 -0.896
C 2.984 -4.208 -0.735
N 1.825 -1.717 -0.309
H 2.028 2.646 -3.813
H 2.582 3.755 0.057
C -4.956 1.730 -1.693
H 0.267 4.790 -0.903
H -1.674 -4.588 2.397
H -2.073 -0.799 -6.327
C 4.733 -0.111 -1.037
H 0.204 0.325 -2.842
H 3.181 -1.453 1.218
Cl 4.779 -3.809 1.262
C 1.950 0.222 5.391
H -5.255 2.353 -2.537
P 3.617 1.050 -0.185
C -2.957 -3.030 1.577
C 3.864 2.542 -1.206
C -0.077 3.755 -0.841
H -1.246 -0.866 2.178
C 1.360 1.215 4.639
H -3.046 -2.209 -2.406
H -1.609 -2.926 -3.136
C -4.887 2.562 -0.405
H 0.217 3.025 4.671
H 0.266 2.639 -3.781
H 2.357 -0.606 7.334
H -1.006 3.643 -1.399
C 1.534 0.930 3.164
C -0.338 -0.463 -3.362
P -1.613 -0.289 -0.938
H 0.172 -0.943 1.152
C -1.760 -3.499 2.419
C -3.778 0.465 0.373
H -5.871 2.575 0.070
N 2.121 -0.206 2.916
P 1.183 2.643 -1.531
H 0.089 3.036 7.163
H 1.143 1.245 8.475
H 4.843 2.979 -0.988
C 4.536 1.456 1.326
H -0.932 -1.924 -5.605
H -3.412 -2.371 -0.419
H 0.295 -2.822 2.696
C -2.735 -1.659 -4.459
H -0.083 0.378 -5.331
C 3.445 -3.361 0.253
H 4.527 0.616 2.020
C 2.719 3.512 -1.000
H -3.534 -0.918 -4.372
H 4.039 2.292 1.820
C 1.216 1.230 7.396
C -0.464 -2.857 1.910
C 1.901 -3.787 -1.491
H 0.457 -2.208 -1.760
H 0.373 -1.279 -3.571
Pd 1.270 0.705 -0.099
H -3.133 0.019 1.128
C -3.849 1.971 0.557
C 2.849 -2.125 0.436
C 1.342 -2.545 -1.237
H 5.031 -0.929 -0.383
O 2.015 -2.223 4.438
H -3.183 -2.558 -4.890
H 4.243 -0.534 -1.915
C -3.616 1.086 -2.007
H -1.576 0.856 -4.510
N -0.690 0.903 -0.625
H -5.709 0.944 -1.599
S 2.648 -0.944 4.283
C 1.155 3.058 -3.308
H 1.492 -4.415 -2.270
H 5.628 0.432 -1.348
H -2.851 1.870 -2.093
H -3.413 -2.150 2.038
H 5.566 1.726 1.086
H -3.664 0.575 -2.967
H -1.920 -3.218 3.462
C -2.535 -2.656 0.161
H -4.638 3.600 -0.638
H -4.773 0.023 0.498
C -0.749 -1.457 1.394
H 2.880 4.446 -1.544